1.
{"formula": "C30H69N9O6", "method": "wB97M-V/def2-TZVPD", "species": ["C", "C", "C", "C", "C", "C", "N", "O", "C", "C", "C", "H", "H", "H", "H", "H", "H", "H", "H", "H", "H", "H", "H", "H", "H", "H", "H", "H", "H", "H", "C", "C", "C", "C", "C", "C", "N", "O", "C", "C", "C", "H", "H", "H", "H", "H", "H", "H", "H", "H", "H", "H", "H", "H", "H", "H", "H", "H", "H", "H", "C", "C", "C", "C", "C", "C", "N", "O", "C", "C", "C", "H", "H", "H", "H", "H", "H", "H", "H", "H", "H", "H", "H", "H", "H", "H", "H", "H", "H", "H", "C", "O", "N", "N", "H", "H", "H", "H", "C", "O", "N", "N", "H", "H", "H", "H", "C", "O", "N", "N", "H", "H", "H", "H"], "xyz": [[0.23533, -0.98155, 5.46446], [0.51457, 0.07412, 6.62503], [1.95294, 0.53558, 6.39085], [2.23709, 1.77875, 7.20594], [1.23467, 2.84253, 6.72395], [-0.30465, 2.46611, 7.00715], [-0.46389, 1.14897, 6.39126], [-1.74247, 0.72055, 6.53642], [-0.70620, 2.40892, 8.48756], [-1.15918, 3.54631, 6.21137], [0.36188, -0.75053, 7.90710], [0.61087, -0.66159, 4.49250], [-0.83164, -1.19320, 5.39460], [0.75105, -1.90714, 5.72023], [2.59767, -0.24915, 6.78658], [2.16480, 0.70977, 5.33592], [3.26619, 2.10506, 7.05569], [2.16997, 1.61332, 8.28121], [1.35529, 3.09125, 5.66959], [1.49056, 3.66294, 7.39443], [0.04042, 1.95783, 9.14116], [-0.79900, 3.44469, 8.81415], [-1.66995, 1.96147, 8.73063], [-2.22535, 3.31972, 6.20588], [-1.10222, 4.51166, 6.71430], [-0.73058, 3.71541, 5.22354], [0.51849, -0.11297, 8.77720], [1.08426, -1.55642, 8.03672], [-0.58732, -1.28429, 7.95431], [-1.72757, 0.42470, 7.44958], [9.07351, 3.42894, -0.94647], [8.28094, 3.41815, -2.36521], [9.09201, 2.81120, -3.52049], [9.34272, 1.35362, -3.58815], [7.97893, 0.64335, -3.52652], [6.98564, 1.16569, -2.39349], [7.01939, 2.66111, -2.27461], [6.08268, 3.19657, -1.40655], [5.62318, 0.60362, -2.76189], [7.36665, 0.58487, -1.00184], [8.06026, 4.86073, -2.77870], [9.57701, 4.38513, -0.80406], [9.86320, 2.67853, -0.90958], [8.32740, 3.34606, -0.15619], [8.48879, 3.12647, -4.37186], [10.03620, 3.34446, -3.63118], [9.97445, 1.15548, -2.72226], [9.78410, 0.97568, -4.51034], [8.14656, -0.38528, -3.20727], [7.44572, 0.73989, -4.47229], [5.18793, 1.19659, -3.56628], [5.61056, -0.39637, -3.19542], [4.99956, 0.75923, -1.88155], [7.05324, -0.45304, -0.88953], [8.44977, 0.57646, -0.87982], [6.93952, 1.20542, -0.21407], [8.98464, 5.43213, -2.86305], [7.31043, 5.32576, -2.13870], [7.50747, 4.88176, -3.71789], [5.70783, 3.84057, -2.01182], [-4.04425, -6.64628, 0.10453], [-5.45852, -6.15962, -0.43312], [-5.16601, -5.37539, -1.76723], [-6.41969, -5.00784, -2.61373], [-7.38821, -6.22165, -2.76925], [-7.67447, -6.93491, -1.37532], [-6.38857, -7.22567, -0.66298], [-6.49014, -8.07809, 0.38342], [-8.65538, -5.99957, -0.53489], [-8.36679, -8.26095, -1.71824], [-5.84714, -5.12605, 0.66079], [-3.42033, -5.75564, 0.17919], [-3.58018, -7.36139, -0.57471], [-4.12374, -7.07084, 1.10529], [-4.51722, -4.56285, -1.44021], [-4.47366, -5.94725, -2.38508], [-6.31323, -4.46365, -3.55214], [-7.04076, -4.26021, -2.12035], [-6.89676, -6.86702, -3.49733], [-8.36706, -5.91921, -3.14139], [-8.34900, -4.97416, -0.74166], [-9.68291, -6.09910, -0.88472], [-8.66139, -6.17752, 0.54048], [-9.09771, -8.04146, -2.49649], [-7.60465, -8.98067, -2.01698], [-8.85483, -8.67003, -0.83361], [-6.22528, -5.54083, 1.59517], [-6.65638, -4.50704, 0.27341], [-5.04793, -4.42504, 0.90150], [-6.33171, -8.85081, -0.16376], [-5.05452, 2.97257, -8.26215], [-3.97783, 3.28320, -8.77219], [-6.24622, 3.19886, -8.73324], [-5.07498, 2.35425, -7.14445], [-6.31181, 3.74122, -9.58274], [-7.06372, 2.88563, -8.22958], [-4.30488, 1.82086, -6.76690], [-5.98168, 2.14416, -6.75220], [-1.16682, 1.46011, 0.17132], [-1.10596, 1.53140, -1.05901], [-0.27491, 1.88165, 1.00312], [-2.24057, 1.03000, 0.75482], [-0.47800, 1.74947, 1.98362], [0.55518, 2.28658, 0.59435], [-2.94869, 1.01680, 0.03476], [-2.37780, 0.96273, 1.75319], [1.33582, 6.56807, -5.39444], [2.14188, 6.78280, -4.49458], [1.25540, 7.25797, -6.51073], [0.60478, 5.54507, -5.40965], [1.80719, 8.09327, -6.64456], [0.49960, 6.96055, -7.11106], [0.63229, 4.89579, -4.63648], [0.08351, 5.28169, -6.23366]], "atomic_forces_ev_per_a": [[0.1, 0.3, 0.7], [-0.3, -2.1, -2.5], [0.1, -0.1, 1.5], [-0.4, 0.2, -1.1], [-0.7, -0.1, 2.4], [1.0, 0.2, -1.1], [2.1, 1.2, -1.4], [-1.3, -0.9, 0.3], [0.5, 1.3, 0.4], [0.6, -0.6, 1.1], [0.1, 0.5, 0.8], [-0.1, 0.3, 0.1], [0.1, 0.0, 0.0], [0.0, -0.1, -0.1], [0.1, -0.3, -0.5], [-0.1, 0.0, 0.0], [0.0, 0.2, -0.2], [-0.3, -0.1, 0.1], [0.1, 0.0, 0.1], [-0.4, 0.8, -0.5], [0.1, -0.1, -0.2], [0.0, 0.1, 0.3], [0.0, -0.1, -0.4], [0.1, -0.3, -0.3], [0.3, 0.0, 0.2], [-0.3, -0.4, -0.1], [-0.4, -0.1, 0.3], [0.3, 0.2, -0.5], [-0.3, 0.3, 0.1], [-1.0, -0.4, 0.5], [-0.6, 0.3, -1.4], [1.3, -1.1, 1.9], [-0.1, 1.4, -1.1], [-1.3, -0.8, 0.8], [-0.2, 0.7, 2.1], [1.5, -0.2, 0.5], [0.9, -1.0, -2.9], [-0.1, 0.2, 0.5], [-0.7, 1.6, -0.2], [0.5, -0.1, -0.5], [-1.6, 0.0, -0.1], [0.0, 0.1, -0.1], [-0.3, -0.3, 0.2], [0.2, -0.3, 0.1], [0.1, -0.2, -0.5], [0.1, 0.3, 0.2], [0.1, -0.8, -0.1], [0.6, 0.5, 0.1], [-0.2, -0.3, -0.6], [0.2, -0.2, -0.1], [-0.1, 0.3, 0.0], [0.4, -0.2, 0.7], [-0.4, -0.6, -0.2], [-0.2, 0.0, 0.0], [0.1, 0.2, 0.1], [-0.1, -0.2, 0.0], [-0.2, -0.1, 0.2], [0.6, 0.4, 0.6], [0.4, -0.1, -0.5], [-0.8, 0.2, 0.4], [-1.1, -0.1, -0.7], [1.9, 1.3, 0.8], [-0.3, -0.5, -0.1], [-1.4, 0.2, 1.2], [1.3, 0.3, 1.3], [-0.1, 0.7, 0.2], [0.1, 2.3, -3.5], [-0.6, -1.4, 1.0], [0.6, -0.3, -1.0], [0.4, 0.5, 0.8], [-1.2, 0.5, -0.5], [0.1, -0.1, -0.1], [0.0, -0.1, 0.0], [-0.1, -0.1, -0.1], [-0.5, 0.6, -0.2], [-0.2, -0.5, -0.1], [0.9, -0.6, -0.3], [0.2, 0.2, 0.7], [-0.3, -0.6, 0.2], [0.1, 0.1, -0.2], [-0.2, 0.0, 0.3], [0.0, -0.1, -0.1], [0.3, -0.2, -0.1], [0.0, -0.4, 0.0], [-0.2, -0.1, -0.5], [-0.2, 0.0, -0.1], [0.2, -0.4, -0.1], [-0.1, 0.2, 0.1], [0.2, -0.2, -0.1], [0.0, -1.0, 1.1], [4.0, 1.1, -2.1], [-0.4, 0.4, -0.8], [-3.1, 1.3, -2.1], [-0.8, -3.1, 5.5], [-0.3, -0.2, 0.3], [0.1, 0.3, -0.5], [0.0, 0.5, -0.4], [0.4, -0.2, 0.2], [0.2, 0.6, -3.3], [0.4, 0.1, 0.1], [3.2, 1.1, 1.8], [-3.7, -1.7, 0.5], [0.9, 0.5, -0.2], [0.0, -0.1, 0.7], [-0.7, -0.6, 0.9], [-0.3, 0.1, -0.5], [4.5, 2.5, 1.8], [0.1, 0.7, 0.5], [-0.4, 1.9, -2.4], [-4.4, -5.9, 0.4], [-0.4, -0.3, -0.1], [0.5, 1.0, -0.4], [0.0, 0.2, -0.2], [0.0, -0.2, 0.4]], "gap_ev": 8.1, "de_lowest_kcal_mol": 89.0, "smiles": "CC1(C)CCCC(C)(C)N1O.CC1(C)CCCC(C)(C)N1O.CC1(C)CCCC(C)(C)N1O.NC(N)=O.NC(N)=O.NC(N)=O", "fmax_ha_per_bohr": 0.1435, "lumo_ha": 0.0149, "homo_ev": -7.7}

***

2.
{"formula": "C30H70ClN10O14", "method": "wB97M-V/def2-TZVPD", "species": ["Cl", "O", "O", "O", "O", "C", "C", "O", "N", "C", "H", "H", "H", "H", "H", "H", "H", "C", "C", "O", "N", "C", "H", "H", "H", "H", "H", "H", "H", "C", "C", "O", "N", "C", "H", "H", "H", "H", "H", "H", "H", "C", "C", "O", "N", "C", "H", "H", "H", "H", "H", "H", "H", "C", "C", "O", "N", "C", "H", "H", "H", "H", "H", "H", "H", "C", "C", "O", "N", "C", "H", "H", "H", "H", "H", "H", "H", "C", "C", "O", "N", "C", "H", "H", "H", "H", "H", "H", "H", "C", "C", "O", "N", "C", "H", "H", "H", "H", "H", "H", "H", "C", "C", "O", "N", "C", "H", "H", "H", "H", "H", "H", "H", "C", "C", "O", "N", "C", "H", "H", "H", "H", "H", "H", "H"], "xyz": [[0.51520, 0.09630, -0.39187], [0.54903, 1.50303, -0.61996], [1.77085, -0.27100, 0.20891], [-0.51435, -0.27299, 0.55747], [0.32600, -0.59401, -1.65977], [-4.23463, -0.40408, -5.37581], [-3.92607, 1.01251, -4.92232], [-4.81256, 1.85601, -4.92083], [-2.65449, 1.34504, -4.55844], [-1.56042, 0.42585, -4.33178], [-3.36820, -0.95772, -5.74283], [-4.93954, -0.31309, -6.19887], [-4.67040, -0.95406, -4.54341], [-2.54373, 2.24926, -4.09102], [-0.63294, 0.94283, -4.59534], [-1.63651, -0.49520, -4.90289], [-1.42868, 0.18784, -3.26829], [3.18239, 2.43342, 4.47615], [2.28006, 1.25330, 4.23762], [1.19792, 1.15095, 4.82168], [2.73790, 0.30979, 3.40838], [2.01031, -0.89150, 3.07089], [2.70960, 3.41176, 4.38265], [4.02889, 2.46446, 3.78809], [3.52909, 2.39809, 5.50998], [3.59432, 0.51213, 2.88058], [1.06874, -0.61942, 2.58529], [1.94068, -1.53685, 3.94846], [2.55549, -1.48128, 2.33403], [4.57808, -0.41248, 0.28871], [5.59358, -0.33199, 1.39634], [5.39646, 0.30781, 2.42861], [6.72236, -1.03796, 1.18717], [7.89590, -1.02419, 2.05482], [4.44584, -1.45178, -0.02070], [4.92663, 0.09401, -0.61673], [3.63178, 0.06044, 0.53296], [6.84581, -1.49949, 0.30394], [8.02740, -2.02821, 2.46351], [7.76871, -0.36534, 2.90693], [8.74963, -0.74295, 1.44205], [0.84931, -2.95909, -5.06671], [0.10489, -4.02355, -4.27898], [0.01467, -5.16781, -4.70880], [-0.46466, -3.59366, -3.15059], [-1.23698, -4.49400, -2.31213], [0.83086, -3.13174, -6.14114], [1.91102, -2.92728, -4.81288], [0.41152, -1.97638, -4.88250], [-0.37445, -2.64451, -2.81984], [-1.53238, -3.98905, -1.39542], [-0.60666, -5.31543, -1.97064], [-2.15249, -4.80889, -2.81033], [-0.76312, 2.75106, 2.30355], [-1.88919, 2.58717, 3.29577], [-2.92276, 3.24748, 3.23463], [-1.62933, 1.73990, 4.31513], [-2.55410, 1.53319, 5.41494], [-0.14169, 1.85363, 2.33268], [-0.15241, 3.60510, 2.59714], [-1.14338, 2.89966, 1.29788], [-0.71235, 1.32732, 4.39809], [-3.58160, 1.25877, 5.19066], [-2.50780, 2.39060, 6.08795], [-2.18629, 0.68466, 5.99282], [1.04036, -3.67450, 0.78550], [0.51721, -4.96309, 1.33026], [0.35369, -5.94567, 0.61442], [0.27848, -5.07942, 2.67648], [0.87687, -4.18524, 3.65270], [0.43713, -3.33505, -0.05559], [2.06856, -3.78600, 0.44227], [1.03564, -2.82278, 1.46665], [0.04798, -5.98878, 3.03176], [1.96487, -4.29701, 3.72673], [0.53347, -4.45106, 4.65725], [0.61146, -3.13671, 3.54222], [1.19820, 4.19977, -3.31044], [1.79373, 3.09625, -4.14347], [2.32585, 3.31314, -5.22873], [1.78083, 1.87582, -3.57780], [2.44922, 0.71641, -4.12990], [0.62664, 3.76556, -2.48748], [0.46466, 4.75606, -3.90031], [1.91274, 4.93705, -2.95459], [1.16710, 1.70072, -2.79634], [2.56290, -0.04343, -3.36331], [3.37333, 0.99200, -4.63223], [1.80914, 0.30431, -4.91886], [-2.03486, -1.75399, 2.95685], [-2.60132, -2.22687, 4.29642], [-3.64666, -2.86065, 4.33582], [-1.94690, -1.87655, 5.42661], [-0.58600, -1.39984, 5.55436], [-1.64078, -0.74684, 3.09106], [-2.90658, -1.62629, 2.31835], [-1.39458, -2.55873, 2.60399], [-2.46644, -2.11398, 6.25741], [-0.45109, -1.02914, 6.57201], [-0.34665, -0.61106, 4.85514], [0.11737, -2.23871, 5.51621], [-1.70902, 3.49127, -1.06410], [-1.59163, 4.29663, -2.35566], [-1.76760, 3.75651, -3.44505], [-1.18142, 5.57208, -2.25706], [-1.03099, 6.39052, -3.45339], [-2.48404, 2.74221, -1.21147], [-2.06762, 4.15399, -0.27336], [-0.74769, 3.02352, -0.87195], [-1.26949, 6.00044, -1.35207], [-0.43714, 5.88206, -4.20584], [-0.46463, 7.29138, -3.21406], [-2.02743, 6.66740, -3.79332], [-3.10819, -1.77937, -1.83960], [-3.86705, -0.55436, -1.38449], [-4.80996, -0.13015, -2.05126], [-3.46712, 0.00288, -0.22905], [-4.12971, 1.13606, 0.37531], [-2.33444, -2.01253, -1.11236], [-2.81703, -1.65554, -2.87871], [-3.88005, -2.55321, -1.82558], [-2.52236, -0.21121, 0.05360], [-4.60833, 1.74801, -0.38828], [-3.40318, 1.80891, 0.83905], [-4.82618, 0.85040, 1.16170]], "atomic_forces_ev_per_a": [[0.5, -1.1, 0.2], [-0.3, 0.8, -0.3], [0.0, -0.4, -0.4], [-0.5, 0.2, -0.4], [0.0, 0.2, 0.6], [0.4, 0.1, -0.2], [0.0, 0.4, 0.1], [0.0, -0.1, 0.0], [-0.4, -0.5, 0.1], [0.5, 0.5, 0.5], [0.0, 0.1, 0.1], [-0.2, -0.1, 0.1], [-0.1, 0.1, 0.0], [-0.1, -0.2, -0.4], [0.0, -0.2, -0.3], [-0.1, 0.1, 0.0], [-0.2, -0.2, -0.1], [0.5, 0.5, -0.1], [-0.5, -0.1, 0.0], [0.0, 0.0, 0.1], [0.9, 0.5, -0.6], [0.1, 0.0, 0.0], [-0.6, -0.3, -0.1], [0.1, -0.3, 0.2], [0.2, -0.2, -0.1], [-0.2, -0.2, 0.5], [-0.2, -0.4, 0.5], [-0.5, 0.2, 0.1], [0.2, 0.3, 0.0], [0.3, 0.1, -0.5], [-0.4, 0.2, 0.1], [0.3, -0.1, -0.2], [0.5, 0.2, 0.3], [-0.4, -0.5, -0.2], [-0.3, 0.0, 0.2], [0.2, 0.1, 0.1], [0.3, -0.3, 0.2], [-0.2, 0.0, -0.1], [0.3, 0.0, 0.0], [-0.2, 0.3, -0.2], [0.2, 0.0, 0.3], [0.1, 0.5, 0.0], [0.5, 0.0, -1.5], [-0.1, 0.1, 0.5], [-0.6, 0.1, 1.0], [0.3, 0.0, 0.5], [-0.3, -0.3, 0.1], [-0.1, 0.0, 0.3], [0.2, 0.1, 0.1], [0.2, 0.0, -0.3], [0.0, 0.2, -0.1], [-0.3, -0.3, -0.3], [0.1, -0.3, -0.1], [0.1, -0.6, 0.2], [-0.2, 0.8, 0.2], [0.1, -0.4, -0.1], [-0.8, -0.5, -0.2], [0.8, -0.2, 0.8], [0.1, 0.1, -0.2], [0.0, 0.1, 0.0], [0.0, 0.0, 0.1], [0.2, 0.2, 0.0], [0.0, 0.4, -0.6], [-0.4, 0.1, 0.0], [0.2, 0.0, 0.0], [-0.1, 1.1, 0.1], [0.1, -1.7, 0.0], [-0.1, 0.6, 0.0], [0.3, 1.3, 0.3], [0.1, -0.3, 0.9], [0.0, -0.3, -0.2], [0.0, -0.2, -0.1], [-0.1, -0.2, 0.1], [-0.1, -0.3, -0.4], [0.0, 0.2, -0.3], [-0.3, -0.1, -0.2], [0.0, -0.1, -0.4], [-0.9, -0.3, -0.1], [0.8, 0.5, -0.5], [0.0, -0.1, 0.2], [0.0, -0.4, 0.6], [-0.9, 0.1, -0.9], [0.5, 0.2, 0.1], [0.8, -0.8, 0.0], [0.4, -0.3, 0.0], [0.2, 0.2, 0.2], [0.2, 0.1, 0.1], [0.2, 0.1, 0.3], [0.1, -0.3, 0.0], [-1.0, 0.1, 1.2], [-0.5, 0.0, -1.0], [0.1, 0.1, 0.3], [-0.1, 0.1, 0.3], [-0.1, -0.6, 0.8], [0.8, -0.3, -0.3], [0.1, -0.4, -0.2], [0.4, 0.5, -0.4], [0.2, -0.2, 0.1], [-0.1, 0.4, -0.1], [0.2, -0.1, -0.1], [0.1, 0.2, -0.4], [-0.8, 1.1, -0.8], [-0.4, -1.4, -0.1], [0.1, 0.6, 0.2], [0.1, 0.3, 0.0], [-0.3, 0.6, 0.6], [0.2, -0.2, -0.1], [0.4, -0.1, 0.3], [-0.2, 0.1, 0.3], [0.2, 0.1, -0.1], [-0.8, 0.2, -0.2], [-0.1, 0.0, 0.2], [0.1, 0.0, -0.5], [-0.9, 0.3, 0.5], [-0.8, 0.5, -1.2], [0.2, -0.3, 0.5], [0.4, 0.0, 0.4], [0.4, 0.7, 0.0], [0.3, -0.2, -0.4], [0.4, 0.0, 0.1], [0.2, -0.2, 0.0], [0.0, 0.0, 0.3], [-0.4, -0.3, 0.0], [0.1, -0.3, 0.1], [-0.2, -0.1, -0.2]], "gap_ev": 8.2, "de_lowest_kcal_mol": 3.2, "fmax_ha_per_bohr": 0.0329, "lumo_ha": 0.0656, "homo_ev": -6.4, "total_charge": -1}